Entry 1:
An isolated molecule of C5H7NO at a distorted geometry, computed with the ωB97M-V functional and the def2-TZVPD basis.

Last column: Mulliken charge in e.
Positions of all 14 atoms, in Å:
O1 2.11557 0.53889 0.77169  -0.523
C1 1.82631 -0.58447 0.45708  0.122
N1 0.83374 -0.83060 -0.35922  -0.267
C2 -0.44106 -1.49915 -0.15223  -0.186
C3 -0.34623 -0.06941 -0.19900  0.212
C4 -0.72656 1.18089 0.61232  -0.577
C5 -0.91413 1.18344 -0.90958  -0.644
H1 2.50233 -1.43919 0.88014  0.316
H2 -0.58562 -2.14677 0.66632  0.299
H3 -0.84155 -2.00474 -1.07930  0.178
H4 0.21211 1.72740 0.85271  0.299
H5 -1.62095 0.94028 1.23381  0.253
H6 -1.83829 1.15353 -1.51476  0.255
H7 -0.17568 1.84990 -1.26000  0.263

Output
ΔE to the lowest compared entry with this formula, charge and spin: 81.6 kcal/mol
structure (SMILES): O=CN1CC12CC2
LUMO level: 1.0 eV
E_HOMO: -0.3458 hartree

Entry 2:
An isolated molecule of C12H10FN at a distorted geometry, computed with the ωB97M-V functional and the def2-TZVPD basis.

Last column: Mulliken charge in e.
Positions of all 24 atoms, in Å:
N1 4.38609 -0.41059 -0.02661  -0.581
C1 3.00841 -0.28758 0.22377  0.025
C2 2.17056 -1.32971 0.51806  -0.419
C3 0.83042 -1.16181 0.39670  -0.707
C4 0.29207 0.07160 0.09069  0.749
C5 -1.15747 0.23980 -0.13201  0.755
C6 -1.78800 1.24614 0.51879  -0.504
C7 -3.20635 1.20626 0.55550  -0.288
C8 -3.93782 0.23788 -0.16617  -0.877
C9 -3.16268 -0.78730 -0.62339  -0.238
C10 -1.83905 -0.89890 -0.69871  -0.755
C11 1.05589 1.18691 -0.08349  -0.455
C12 2.42107 0.90181 -0.17967  0.476
F1 3.19746 1.93851 -0.59957  -0.360
H1 4.65966 -1.32173 -0.46595  0.215
H2 4.69571 0.39565 -0.42948  0.249
H3 2.51713 -2.38472 0.87826  0.247
H4 0.24973 -2.01094 0.82625  0.318
H5 -1.21349 1.95940 1.12793  0.353
H6 -3.78127 2.00837 1.18552  0.231
H7 -4.94290 0.36302 -0.28093  0.509
H8 -3.69248 -1.58359 -1.07336  0.341
H9 -1.48649 -1.79813 -1.27637  0.293
H10 0.72380 2.21966 -0.28574  0.423

Output
structure (SMILES): Nc1ccc(-c2ccccc2)cc1F
LUMO level: 0.9 eV
E_HOMO: -0.2912 hartree

Entry 3:
A cluster of 10 separate species, C55H125N5O10 in total at a distorted geometry, computed with the ωB97M-V functional and the def2-TZVPD basis.

Last column: Mulliken charge in e.
Positions of all 195 atoms, in Å:
C1 -16.18836 11.24682 -20.43677  -2.116
C2 -14.82149 10.60843 -20.70522  1.833
C3 -13.76085 11.59932 -20.22025  -1.304
C4 -14.72044 9.32337 -19.89828  -1.757
C5 -13.55573 8.44531 -20.33504  0.917
C6 -13.63411 8.13637 -21.81647  -1.211
C7 -13.78938 9.38049 -22.71100  1.713
C8 -12.39039 9.98731 -22.90804  -1.081
C9 -14.31014 8.89201 -24.07111  -1.984
N1 -14.73559 10.32630 -22.12895  0.274
O1 -14.76093 11.55032 -22.84081  -0.517
H1 -16.43395 11.20450 -19.37005  0.382
H2 -16.23296 12.29390 -20.73262  0.373
H3 -16.99502 10.70524 -20.93701  0.480
H4 -13.85322 11.77221 -19.14551  0.470
H5 -12.75717 11.18391 -20.33970  -0.117
H6 -13.79126 12.54376 -20.75985  0.424
H7 -14.55297 9.55204 -18.84354  0.543
H8 -15.65809 8.76336 -19.95421  0.343
H9 -12.56720 8.85326 -20.09937  -0.753
H10 -13.58818 7.49950 -19.78220  0.501
H11 -14.49782 7.47996 -21.98651  0.472
H12 -12.77131 7.57992 -22.18487  -0.071
H13 -12.41038 10.95375 -23.41031  0.324
H14 -11.73784 9.34302 -23.50875  0.428
H15 -11.86626 10.08700 -21.95403  -0.162
H16 -14.39811 9.74666 -24.74762  0.498
H17 -15.32626 8.51341 -23.93768  0.482
H18 -13.65009 8.12733 -24.46924  0.293
H19 -15.38500 11.39862 -23.55687  0.366
C10 -11.90910 3.43391 -21.35810  -1.391
C11 -11.58526 2.70387 -22.67506  1.897
C12 -11.11736 3.70684 -23.72126  -1.624
C13 -10.48248 1.67612 -22.44327  -0.831
C14 -10.95939 0.37954 -21.78366  -0.986
C15 -12.14621 -0.22133 -22.54948  -1.350
C16 -13.29998 0.75768 -22.72669  1.817
C17 -14.26271 0.22443 -23.77636  -2.024
C18 -14.05948 0.89656 -21.40534  -1.856
N2 -12.76519 2.02399 -23.23025  0.190
O2 -13.83054 2.95346 -23.39465  -0.508
H20 -10.99673 3.93580 -21.01626  0.111
H21 -12.68657 4.17175 -21.54281  0.474
H22 -12.15897 2.75144 -20.54903  0.336
H23 -11.94289 4.37678 -23.96838  0.496
H24 -10.27678 4.29184 -23.35185  -0.167
H25 -10.89144 3.15004 -24.63129  0.550
H26 -9.93927 1.37372 -23.34268  0.550
H27 -9.76370 2.13249 -21.75779  -0.004
H28 -10.16126 -0.36265 -21.81181  0.480
H29 -11.23941 0.58617 -20.74886  0.308
H30 -12.47276 -1.08072 -21.95904  0.462
H31 -11.79348 -0.58624 -23.51882  0.395
H32 -13.97064 0.49494 -24.79303  0.416
H33 -15.27049 0.61425 -23.61108  0.397
H34 -14.34455 -0.86527 -23.76965  0.423
H35 -13.42211 1.00847 -20.52980  0.326
H36 -14.74839 0.07057 -21.22008  0.489
H37 -14.67568 1.79955 -21.46178  0.358
H38 -13.96514 2.96918 -24.34690  0.357
C19 -1.71838 5.40750 -19.79440  -1.764
C20 -2.04575 6.01010 -21.15352  2.087
C21 -2.93820 7.24395 -21.01028  -1.019
C22 -0.71964 6.38786 -21.84219  -1.609
C23 -0.94678 6.63855 -23.32054  0.911
C24 -1.52504 5.41474 -23.99897  -1.369
C25 -2.83933 4.93572 -23.37403  2.106
C26 -3.99164 5.82293 -23.90294  0.197
C27 -3.07685 3.49202 -23.83588  -2.011
N3 -2.68882 4.94445 -21.92997  -0.508
O3 -3.89689 4.53844 -21.30082  0.292
H39 -1.19050 6.12135 -19.15609  0.405
H40 -2.58921 5.02988 -19.26250  0.011
H41 -1.03421 4.56646 -19.94144  0.471
H42 -3.26228 7.62034 -21.98005  -0.219
H43 -3.83178 7.04302 -20.41750  -0.155
H44 -2.40393 8.06827 -20.52741  0.516
H45 -0.36865 7.30160 -21.36029  0.546
H46 -0.02632 5.56217 -21.67015  0.265
H47 -1.59953 7.51690 -23.41254  -0.942
H48 -0.03816 6.98920 -23.82071  0.486
H49 -0.79228 4.60231 -23.96495  0.329
H50 -1.65101 5.67248 -25.05519  0.427
H51 -4.35716 5.46766 -24.86243  0.678
H52 -3.71363 6.87563 -23.89183  -1.323
H53 -4.83028 5.75996 -23.20006  -0.424
H54 -3.39921 3.46489 -24.87543  0.377
H55 -3.82563 3.01517 -23.20248  0.343
H56 -2.16207 2.90307 -23.74170  0.427
H57 -3.64110 3.75200 -20.79965  0.238
C28 -9.92151 8.22855 -18.60728  -0.938
C29 -9.00138 7.21610 -19.30276  2.335
C30 -8.62399 6.17544 -18.22417  -2.103
C31 -9.71697 6.45611 -20.40076  -0.469
C32 -9.98475 7.32605 -21.61709  1.582
C33 -8.65218 7.81474 -22.17629  -1.978
C34 -7.76886 8.51119 -21.12875  2.485
C35 -6.34360 8.48509 -21.64632  -1.229
C36 -8.27030 9.96375 -20.99156  -0.572
N4 -7.79726 7.80124 -19.85871  1.219
O4 -6.95132 8.40176 -18.90588  0.091
H58 -9.37070 8.74331 -17.81246  -0.341
H59 -10.20897 9.03850 -19.28354  -0.396
H60 -10.78949 7.77610 -18.13032  0.626
H61 -8.39287 5.20644 -18.67514  0.330
H62 -7.70963 6.47817 -17.71378  0.201
H63 -9.41666 6.02423 -17.49490  0.431
H64 -9.27152 5.54932 -20.80723  -1.233
H65 -10.68099 6.11164 -20.00213  0.620
H66 -10.50612 6.77903 -22.40736  0.608
H67 -10.58840 8.20198 -21.36512  -1.715
H68 -8.87132 8.53056 -22.97432  0.703
H69 -8.07762 7.01750 -22.66046  0.087
H70 -6.24108 8.96467 -22.62111  0.148
H71 -6.02663 7.43738 -21.63285  -0.244
H72 -5.59484 9.03146 -21.06072  -0.107
H73 -8.15531 10.31838 -19.96719  -0.032
H74 -9.34619 10.05302 -21.22201  -0.738
H75 -7.91400 10.68872 -21.73147  0.512
H76 -6.25017 7.75271 -18.78473  0.047
C37 -3.77372 12.30931 -22.98680  -1.800
C38 -2.98838 12.51476 -24.29064  2.146
C39 -2.83628 14.00936 -24.55573  -2.224
C40 -1.58665 11.91250 -24.16619  -1.657
C41 -1.58686 10.40542 -24.18852  0.238
C42 -2.22244 9.90072 -25.47345  -1.357
C43 -3.62137 10.45476 -25.69743  1.919
C44 -4.00361 10.25965 -27.16986  -2.140
C45 -4.65584 9.72052 -24.85411  -1.038
N5 -3.61874 11.90452 -25.45622  0.204
O5 -4.88668 12.48052 -25.69810  -0.505
H77 -3.44308 12.98264 -22.19430  0.477
H78 -4.83312 12.54238 -23.12362  0.485
H79 -3.69577 11.27362 -22.66738  -0.050
H80 -2.25447 14.50553 -23.77517  0.387
H81 -2.28740 14.17950 -25.48579  0.502
H82 -3.81052 14.49423 -24.60262  0.422
H83 -1.03991 12.30013 -25.03486  0.401
H84 -1.09932 12.33240 -23.28430  0.471
H85 -0.56876 10.02013 -24.08750  0.502
H86 -2.14373 9.99576 -23.33700  -0.228
H87 -2.29715 8.81104 -25.43856  0.221
H88 -1.57071 10.16675 -26.31063  0.466
H89 -3.24653 10.69710 -27.82319  0.471
H90 -4.98032 10.68903 -27.37663  0.491
H91 -4.04547 9.19022 -27.39725  0.350
H92 -5.68140 9.77189 -25.22438  0.501
H93 -4.64017 9.99273 -23.80320  -0.264
H94 -4.47091 8.63759 -24.85871  0.290
H95 -4.78451 12.93420 -26.54002  0.375
C46 -10.44451 12.01996 -18.50951  -0.458
C47 -9.25972 12.74457 -17.89590  -0.693
O6 -8.09961 11.90611 -17.80271  -0.196
H96 -10.58468 11.13827 -17.87393  0.169
H97 -10.30323 11.64320 -19.51944  0.009
H98 -11.30131 12.68324 -18.38497  0.459
H99 -9.54260 13.06561 -16.88612  0.372
H100 -8.98425 13.66078 -18.41990  0.340
H101 -8.23774 11.35329 -17.02671  -0.056
C48 -5.35835 4.29142 -18.14638  -0.196
C49 -4.83824 2.87449 -18.03967  -0.701
O7 -3.94956 2.61862 -19.12568  -0.399
H102 -5.98982 4.41368 -19.02400  -0.261
H103 -4.53478 5.00809 -18.18408  0.152
H104 -5.94457 4.52461 -17.25450  0.525
H105 -5.68416 2.17922 -18.05729  0.307
H106 -4.31575 2.71282 -17.09223  0.462
H107 -3.27438 1.98926 -18.86340  0.242
C50 -4.17520 11.18262 -18.79475  -0.011
C51 -5.01031 12.29324 -19.38476  0.364
O8 -5.60436 13.11288 -18.39556  -0.652
H108 -4.72208 10.60793 -18.04358  -0.268
H109 -3.27297 11.57785 -18.32602  0.400
H110 -3.87121 10.48038 -19.57838  -0.118
H111 -5.75407 11.90778 -20.08936  -0.045
H112 -4.33843 12.95272 -19.94415  0.035
H113 -6.50632 12.80136 -18.23802  0.357
C52 -7.13867 3.80126 -23.53276  -1.316
C53 -7.41712 4.02424 -22.05383  2.958
O9 -6.69588 3.10503 -21.24081  -0.591
H114 -7.27701 2.73834 -23.73642  0.327
H115 -6.08010 3.96442 -23.74574  0.140
H116 -7.78929 4.44919 -24.11780  0.369
H117 -8.49152 3.86255 -21.92623  -1.396
H118 -7.23438 5.03374 -21.66820  -0.705
H119 -5.77336 3.39203 -21.26240  0.200
C54 -7.04621 9.09190 -15.53879  -0.306
C55 -7.98814 9.96078 -14.73862  -0.614
O10 -9.30906 9.90931 -15.28670  -0.520
H120 -6.30646 9.66985 -16.09322  0.011
H121 -7.60076 8.44805 -16.21889  -0.049
H122 -6.45024 8.46911 -14.86837  0.459
H123 -7.62642 10.99811 -14.66139  0.328
H124 -8.02469 9.68512 -13.67565  0.399
H125 -9.88030 10.48161 -14.76586  0.271

Output
ΔE to the lowest compared entry with this formula, charge and spin: 0.0 kcal/mol
structure (SMILES): CC1(C)CCCC(C)(C)N1O.CC1(C)CCCC(C)(C)N1O.CC1(C)CCCC(C)(C)N1O.CC1(C)CCCC(C)(C)N1O.CC1(C)CCCC(C)(C)N1O.CCO.CCO.CCO.CCO.CCO
LUMO level: 0.5 eV
E_HOMO: -0.2992 hartree

Entry 4:
A structure of composition C8H11Cl2NO5S3W, computed with the ωB97M-V functional and the def2-TZVPD basis.

Last column: Mulliken charge in e.
Positions of all 31 atoms, in Å:
W1 0.49094 -0.59689 -0.38576  1.519
O1 0.77074 0.30681 1.58150  -0.567
C1 1.76144 1.37902 1.67708  -0.688
C2 1.49326 2.33009 0.53602  -0.557
N1 1.45486 1.62981 -0.78764  -0.136
C3 2.79259 1.42697 -1.36195  -0.394
C4 3.27848 0.01942 -1.08620  0.364
O2 4.25155 -0.51128 -1.46122  -0.390
O3 2.34644 -0.69620 -0.29192  -0.525
C5 0.52768 2.34702 -1.66616  -0.616
C6 -0.86685 1.95336 -1.24247  0.372
O4 -1.86968 2.55651 -1.37809  -0.443
O5 -0.88042 0.70778 -0.61063  -0.433
H1 -0.01098 0.48479 2.12504  0.343
H2 2.73355 0.89176 1.63658  0.259
H3 1.65034 1.86254 2.64496  0.531
H4 2.23139 3.13480 0.50531  0.467
H5 0.51957 2.79675 0.69516  0.376
H6 3.52740 2.13413 -0.97296  0.378
H7 2.77000 1.54281 -2.44561  0.382
H8 0.66632 2.04671 -2.70459  0.443
H9 0.63497 3.43072 -1.60143  0.436
Cl1 0.53101 -0.72942 -2.65975  -0.186
C7 0.47584 -2.71710 -0.69936  -0.560
Cl2 0.91445 -2.66469 1.03104  0.084
H10 1.31854 -3.06090 -1.29065  0.533
H11 -0.44642 -3.25968 -0.88127  0.471
S1 -4.07104 -0.33207 2.31628  0.045
C8 -2.69676 -0.44857 1.33520  0.529
S2 -2.83088 1.23688 1.54937  0.073
S3 -1.80085 -1.61340 0.62004  -0.109

Output
ΔE to the lowest compared entry with this formula, charge and spin: 8.4 kcal/mol
LUMO level: -9.2 eV
total charge: +2
E_HOMO: -0.5952 hartree

no.,calculated total energy (eV)
1,-8832.6623
2,-16812.2451
3,-86982.3612
4,-79561.9231